86
Properties=species:S:1:pos:R:3 method="wB97M-V/def2-TZVPD" e_tot_ev=-67392.643 homo_energy_ev=-8.621 relative_energy_kcal_mol=0.0 max_force_ha_per_bohr=0.006 smiles="COC[SiH2]P(O)O.CCOC(C)=O.CCOC(C)=O.CCOC(C)=O.CCOC(C)=O.CCOC(C)=O" gap_ev=8.876
C 5.72 -0.23 2.61
O 5.69 0.02 1.22
C 5.42 1.37 0.90
Si 3.80 2.11 1.57
P 1.94 1.05 0.73
O 2.44 -0.52 0.82
O 0.95 1.20 2.06
H 6.19 0.59 3.17
H 6.29 -1.15 2.77
H 4.71 -0.36 3.02
H 5.40 1.43 -0.19
H 6.25 2.01 1.24
H 3.75 2.10 3.05
H 3.75 3.53 1.13
H 2.47 -0.90 1.71
H 1.42 1.36 2.89
C -1.38 0.78 -1.36
C -2.62 -0.09 -1.35
O -3.03 -0.46 -2.67
C -2.49 -1.50 -3.34
C -1.31 -2.24 -2.77
O -2.97 -1.78 -4.41
H -0.52 0.24 -1.76
H -1.13 1.09 -0.34
H -1.54 1.67 -1.96
H -2.50 -0.97 -0.73
H -3.47 0.47 -0.96
H -0.41 -1.81 -3.20
H -1.39 -3.28 -3.06
H -1.22 -2.18 -1.69
C -4.03 -7.59 -6.65
C -4.74 -6.70 -5.65
O -3.98 -6.51 -4.45
C -3.00 -5.58 -4.36
C -2.56 -4.81 -5.58
O -2.47 -5.43 -3.29
H -3.11 -7.14 -7.00
H -4.68 -7.77 -7.51
H -3.79 -8.55 -6.19
H -5.02 -5.74 -6.08
H -5.66 -7.17 -5.30
H -1.70 -5.32 -6.01
H -2.26 -3.82 -5.23
H -3.32 -4.70 -6.35
C 5.58 5.81 7.61
C 5.71 5.44 6.15
O 5.50 4.04 5.93
C 4.26 3.51 5.81
C 3.04 4.36 6.03
O 4.18 2.33 5.56
H 4.57 5.65 7.98
H 5.82 6.87 7.75
H 6.27 5.22 8.21
H 5.05 6.04 5.52
H 6.73 5.61 5.80
H 2.73 4.25 7.07
H 2.24 3.97 5.41
H 3.17 5.42 5.82
C -4.86 -0.43 -6.83
C -4.23 -1.32 -7.88
O -5.03 -1.45 -9.06
C -5.03 -0.54 -10.05
C -4.27 0.75 -9.88
O -5.66 -0.77 -11.05
H -4.96 0.60 -7.17
H -4.25 -0.45 -5.94
H -5.86 -0.80 -6.57
H -3.23 -1.00 -8.14
H -4.15 -2.34 -7.50
H -4.96 1.50 -9.49
H -3.94 1.08 -10.86
H -3.42 0.70 -9.20
C 1.94 0.24 8.15
C 0.92 0.99 8.99
O 0.88 2.39 8.65
C 0.17 2.87 7.61
C -0.55 1.92 6.68
O 0.19 4.05 7.41
H 1.67 0.24 7.09
H 2.00 -0.79 8.48
H 2.92 0.70 8.25
H -0.07 0.55 8.92
H 1.21 0.99 10.04
H 0.12 1.69 5.86
H -1.41 2.44 6.27
H -0.87 0.98 7.13



71
Properties=species:S:1:pos:R:3 method="wB97M-V/def2-TZVPD" e_tot_ev=-114467.905 homo_energy_ev=-11.347 total_charge=+1 relative_energy_kcal_mol=64.9 max_force_ha_per_bohr=0.106 gap_ev=9.404
Y -1.75 3.67 -18.60
B -1.92 0.97 -17.57
F -2.67 2.12 -17.16
F -2.72 -0.11 -17.49
F -1.48 1.30 -18.88
F -0.85 0.89 -16.73
B 0.38 5.82 -19.12
F 0.54 6.98 -19.80
F -0.74 5.95 -18.44
F 0.24 4.82 -20.02
F 1.35 5.53 -18.24
C 0.63 2.42 -22.41
S -1.17 2.37 -22.08
O -1.52 3.14 -20.77
C -1.84 3.46 -23.38
H 0.85 2.21 -23.45
H 0.94 1.62 -21.73
H 0.96 3.40 -22.05
H -2.92 3.35 -23.45
H -1.29 3.21 -24.29
H -1.44 4.44 -23.08
C -1.04 2.49 -14.24
S -1.12 4.15 -15.00
O -0.93 3.86 -16.47
C 0.55 4.77 -14.35
H -1.33 2.46 -13.18
H -0.04 2.05 -14.31
H -1.75 1.81 -14.70
H 0.67 5.69 -14.91
H 1.33 4.09 -14.69
H 0.65 4.94 -13.27
C -2.85 6.91 -22.14
S -3.58 6.46 -20.47
O -2.90 5.25 -19.93
C -2.95 7.97 -19.55
H -3.16 7.88 -22.52
H -3.00 6.09 -22.85
H -1.77 6.99 -22.06
H -3.70 8.72 -19.28
H -2.13 8.39 -20.14
H -2.49 7.55 -18.66
C 1.92 0.76 -18.93
S 1.90 2.55 -18.60
O 0.41 2.84 -18.65
C 2.37 2.63 -16.79
H 1.89 0.63 -20.01
H 0.99 0.33 -18.54
H 2.72 0.32 -18.34
H 1.67 2.07 -16.16
H 2.25 3.65 -16.43
H 3.36 2.32 -16.45
C -5.70 3.45 -21.13
S -4.63 2.09 -20.41
O -3.77 2.81 -19.36
C -6.02 1.29 -19.46
H -6.44 2.84 -21.64
H -5.22 4.01 -21.93
H -6.15 4.09 -20.37
H -6.71 0.86 -20.19
H -6.55 2.00 -18.82
H -5.68 0.44 -18.86
C -4.47 5.04 -14.86
S -4.54 5.29 -16.71
O -3.23 4.81 -17.41
C -5.89 4.01 -16.98
H -4.80 4.04 -14.59
H -5.32 5.55 -14.40
H -3.57 5.32 -14.31
H -6.80 4.34 -16.49
H -5.49 3.03 -16.73
H -6.19 3.97 -18.03



16
Properties=species:S:1:pos:R:3 method="wB97M-V/def2-TZVPD" e_tot_ev=-10336.121 homo_energy_ev="-7.785 / -7.610" relative_energy_kcal_mol=152.3 max_force_ha_per_bohr=0.080 gap_ev="8.408 / 8.334"
C -3.45 -0.77 0.20
C -0.36 -1.26 -0.20
C -2.62 -0.12 -0.73
C 2.04 -0.82 0.40
C 0.42 1.08 0.19
N -3.25 0.43 0.57
N 0.65 -0.37 -0.06
O -0.39 -2.45 -0.21
H -3.73 -1.75 0.42
H -2.80 0.29 -1.67
H 2.06 -0.68 1.50
H 2.26 -1.80 0.07
H 2.62 0.04 0.03
H 0.52 1.22 1.33
H 1.27 1.64 -0.42
H -0.53 1.40 -0.35



13
Properties=species:S:1:pos:R:3 method="wB97M-V/def2-TZVPD" e_tot_ev=-24666.369 homo_energy_ev="-8.136 / -8.236" relative_energy_kcal_mol=94.3 max_force_ha_per_bohr=0.092 gap_ev="7.486 / 7.420"
C -0.51 1.38 -0.41
C 0.73 1.77 -0.36
C -0.64 -0.08 -0.91
C -0.04 -1.27 1.15
N 0.28 -1.00 -0.18
S 1.89 -1.31 -0.68
I 1.99 3.32 -0.01
H -1.41 1.97 -0.25
H -1.63 -0.41 -0.67
H -0.48 0.07 -1.97
H -0.97 -1.85 1.08
H 0.61 -2.13 1.41
H 0.18 -0.46 1.80